The following is a DFT calculation (ωB97M-V/def2-TZVPD) of a molecular structure, C24H33AsBF2N5Ru.

The frontier orbital gap comes out at 5.486 eV. As for the highest occupied orbital energy: -13.5 eV. The charge is +2.

Structure (XYZ):
```
67
Properties=species:S:1:pos:R:3:forces:R:3:nbo_charge:R:1
Ru 0.73039 0.18445 -1.10836 0.0 0.4 -0.1 0.403
C 2.44118 0.72746 1.65015 0.0 -0.1 0.0 -0.676
C 1.12987 0.04284 1.81188 0.0 0.0 -0.1 0.425
N 0.28206 -0.22598 0.81573 -0.1 -0.1 0.0 -0.485
C -0.82047 -0.85917 1.36270 0.0 0.0 0.0 -0.093
C -0.62216 -0.97514 2.69464 0.0 0.0 0.0 -0.035
N 0.60485 -0.40480 2.96348 -0.1 0.0 0.0 -0.317
C 1.22955 -0.32437 4.30264 0.0 0.0 0.0 -0.039
N 2.40270 -1.11173 4.40145 0.0 0.0 0.0 -0.253
N 3.62344 -0.51594 4.21640 0.0 0.0 0.0 -0.038
N 4.52980 -1.39885 4.26652 0.0 0.0 0.0 -0.164
C 3.94466 -2.63432 4.48825 0.0 0.0 0.0 0.026
C 4.52494 -3.89566 4.63980 0.0 0.0 0.0 -0.163
C 3.67037 -4.94979 4.86308 0.0 0.0 0.0 -0.212
C 2.27497 -4.76399 4.93991 0.0 0.0 0.0 -0.164
C 1.68992 -3.52454 4.79578 0.0 0.0 0.0 -0.267
C 2.56521 -2.46175 4.56802 0.0 0.0 0.0 0.147
H 2.45930 1.31191 0.72510 0.0 0.0 0.0 0.214
H 3.26293 0.01021 1.62772 0.0 0.0 0.0 0.281
H 2.64277 1.40703 2.47641 0.0 0.0 0.0 0.280
H -1.65226 -1.18781 0.76453 0.0 0.0 0.0 0.236
H -1.23299 -1.40489 3.46953 0.0 0.0 0.0 0.255
H 0.47438 -0.65218 5.01443 0.0 0.0 0.0 0.237
H 1.49785 0.70923 4.51152 0.0 0.0 0.0 0.251
H 5.59739 -4.02197 4.59129 0.0 0.0 0.0 0.247
H 4.06961 -5.94587 4.99363 0.0 0.0 0.0 0.238
H 1.64640 -5.62394 5.12876 0.0 0.0 0.0 0.233
H 0.61821 -3.39665 4.87580 0.0 0.0 0.0 0.216
C -0.64198 3.03675 -2.75377 -0.1 0.1 0.0 -0.962
As -1.11249 1.68834 -1.45630 0.1 -0.1 0.0 1.303
C -1.55045 2.66514 0.14630 0.0 0.0 0.0 -0.953
C -2.73813 0.84716 -2.12465 0.0 -0.1 0.0 -0.704
C -3.86081 1.84311 -2.16712 0.0 0.0 0.0 -0.108
C -4.04379 2.65310 -3.28500 0.0 0.0 0.0 -0.213
C -5.06442 3.59181 -3.30867 0.0 0.0 0.0 -0.186
C -5.90814 3.72845 -2.21518 0.0 0.0 0.0 -0.179
C -5.73641 2.91790 -1.10121 0.0 0.0 0.0 -0.206
C -4.71535 1.98005 -1.07611 0.0 0.0 0.0 -0.164
H -1.44159 3.77652 -2.78755 0.0 0.0 0.0 0.277
H -0.53094 2.58642 -3.73907 0.0 0.0 0.0 0.250
H 0.28863 3.52080 -2.46111 0.0 0.0 0.0 0.261
H -2.44939 3.24690 -0.05819 0.0 0.0 0.0 0.278
H -0.72680 3.33496 0.38819 0.0 0.0 0.0 0.258
H -1.73273 1.98103 0.97207 0.0 0.0 0.0 0.253
H -2.95862 -0.00159 -1.47705 0.0 0.0 0.0 0.248
H -2.48790 0.46474 -3.11631 0.0 0.0 0.0 0.251
H -3.40650 2.53208 -4.15445 0.0 0.0 0.0 0.212
H -5.20883 4.20725 -4.18624 0.0 0.0 0.0 0.237
H -6.70766 4.45623 -2.23596 0.0 0.0 0.0 0.239
H -6.40516 3.00907 -0.25606 0.0 0.0 0.0 0.235
H -4.59856 1.33891 -0.20872 0.0 0.0 0.0 0.202
F 3.16385 1.79987 -2.10032 0.0 -0.2 0.0 -0.465
B 2.96265 0.51927 -2.40720 0.1 0.0 -0.1 1.250
F 3.76795 -0.38566 -1.88131 0.0 0.0 0.0 -0.456
C 0.25283 -1.45842 -4.60700 0.0 0.0 0.0 -0.608
C 1.29271 -1.34041 -3.49666 0.0 0.0 -0.1 -0.231
C 0.71482 -1.81318 -2.16707 0.4 0.0 0.1 -0.538
C 1.74101 0.12249 -3.32531 -0.1 0.0 0.1 -0.824
H -0.08098 -2.48830 -4.72762 0.0 0.0 0.0 0.241
H 0.66321 -1.12762 -5.56046 0.0 0.0 0.0 0.243
H -0.62552 -0.84225 -4.38762 0.0 0.0 0.0 0.193
H 2.15238 -1.97070 -3.73687 0.0 0.0 0.0 0.259
H -0.19306 -1.12552 -1.81430 -0.2 0.0 0.1 0.221
H 1.47181 -2.00385 -1.38811 0.0 0.0 0.0 0.248
H 0.14117 -2.73808 -2.24160 -0.2 0.1 0.0 0.295
H 0.82252 0.73465 -3.04834 0.1 0.0 0.1 0.238
H 1.90579 0.59883 -4.29885 0.0 0.1 0.0 0.323
```
Positions in Å, forces in eV/Å.